Model A:
C2H3F2NS in the gas phase, computed with ωB97M-V/def2-TZVPD.

Computed properties:
SMILES string: NC(=S)C(F)F
Molecular weight: 111.12 g/mol
LUMO: 0.0100 hartree
Frontier orbital gap: 0.33540 Ha

Cartesian coordinates (Å):
S: 1.83378 -0.40247 0.07245
F: -1.89601 0.47328 0.15482
F: -1.07131 -1.38221 -0.46924
N: 0.18417 1.64083 -0.24337
C: 0.37844 0.33668 0.05167
C: -0.91187 -0.39058 0.38224
H: -0.67438 2.04488 -0.08102
H: 0.92426 2.26361 -0.49870
H: -0.97309 -0.85094 1.35041

***

Model B:
2 unconnected molecules or ions with the total composition C2H3F2NS, computed with ωB97M-V/def2-TZVPD.

Computed properties:
Molecular weight: 111.12 g/mol
LUMO: -0.0065 hartree
Frontier orbital gap: 0.34507 Ha

Cartesian coordinates (Å):
S: -2.63528 0.00240 -0.16283
F: 2.21261 -1.12184 -0.27309
F: 2.26520 1.10086 0.04731
N: -0.92898 -0.27215 0.47349
C: 1.52852 -0.10104 0.30369
C: 0.09643 0.21976 -0.29857
H: -2.95739 0.23956 1.29981
H: 0.05763 1.32781 -1.32274
H: 1.51709 -0.22423 1.31502

***

Energy above the most stable structure, in kJ/mol: model A 0.0; model B 356.4

***

Model A:
A molecular structure, C5H8N2O, computed with ωB97M-V/def2-TZVPD.

Computed properties:
Molecular weight: 112.13 g/mol
LUMO: 0.0312 hartree
Frontier orbital gap: 0.35319 Ha

Cartesian coordinates (Å):
O: 0.78528 -1.63527 0.22638
N: 2.12563 -1.17541 -0.25213
N: 1.41842 1.19500 0.17805
C: -1.20036 0.26076 0.56195
C: 0.17221 0.59452 -0.15478
C: 0.14651 -0.50655 0.80077
C: 2.36371 0.10792 -0.14396
C: -2.20481 -0.33132 -0.43873
H: -2.66764 0.29857 -1.42426
H: 0.59816 -0.43604 1.84306
H: -3.13373 -0.57584 0.10797
H: -0.11738 0.39104 -1.27468
H: -1.55835 -1.41888 -0.93009
H: -1.74258 0.53275 1.44082
H: 3.23020 0.52804 -0.51109
H: 1.78476 2.17070 -0.02927

***

Model B:
A molecular structure, C5H8N2O, computed with ωB97M-V/def2-TZVPD.

Computed properties:
Molecular weight: 112.13 g/mol
LUMO: 0.0317 hartree
Frontier orbital gap: 0.31830 Ha

Cartesian coordinates (Å):
O: -2.62983 0.12941 0.33256
N: -0.35588 1.75627 0.62731
N: 0.11411 -0.39031 -0.51448
C: 2.98853 0.39971 0.39934
C: -2.09651 -2.04106 -0.50335
C: 2.09064 1.00317 -0.36130
C: -1.78806 -0.63801 -0.05713
C: 0.17520 0.71786 -0.02494
H: -1.46675 -2.73675 0.05466
H: 2.70454 -0.35132 1.13307
H: 0.27440 2.50314 0.88272
H: 2.30348 1.72055 -1.14628
H: -1.85622 -2.12633 -1.56493
H: -1.36094 1.72049 0.77042
H: -3.15183 -2.28052 -0.34199
H: 4.05511 0.61372 0.31432

***

Model C:
C5H8N2O in the gas phase, computed with ωB97M-V/def2-TZVPD.

Computed properties:
SMILES string: O[C@H]1[C@@H]2CC=NN[C@@H]12
Molecular weight: 112.13 g/mol
LUMO: 0.0333 hartree
Frontier orbital gap: 0.36952 Ha

Cartesian coordinates (Å):
O: 2.74684 -0.27466 -0.60112
N: -1.72595 -1.10144 -0.24635
N: -0.38994 -1.53799 -0.07217
C: -1.91756 0.12629 -0.38722
C: 0.39458 -0.53719 0.59877
C: 1.74136 0.11026 0.35240
C: -0.93257 1.26741 0.00474
C: 0.39579 0.66547 -0.26558
H: 2.43811 -0.98891 -1.17453
H: 0.43941 0.38918 -1.29174
H: -0.48980 -2.41952 0.44644
H: -1.18140 2.11147 -0.69169
H: 2.33459 0.51202 1.16860
H: -3.00189 0.33466 -0.55987
H: -1.02040 1.71863 1.07256
H: 0.16882 -0.37569 1.64674

***

Model D:
2 unconnected molecules or ions with the total composition C5H8N2O, computed with ωB97M-V/def2-TZVPD.

Computed properties:
Molecular weight: 112.13 g/mol
LUMO: 0.0112 hartree
Frontier orbital gap: 0.32061 Ha

Cartesian coordinates (Å):
O: 2.40379 -1.22908 -0.43053
N: 0.90232 1.78074 -0.32534
N: 1.57872 -0.16779 0.36240
C: 0.19137 -0.14631 0.53785
C: -0.91443 0.04893 -0.68697
C: -0.17698 1.17616 0.06864
C: 1.85905 0.94985 -0.20694
C: -2.20509 -0.55526 -0.13692
H: -1.96002 -0.93579 1.11780
H: -0.40272 -0.68348 1.41022
H: -0.90427 1.81081 0.72782
H: -2.32364 -1.56507 -1.00174
H: 3.06695 1.04278 -0.22768
H: 2.93381 -1.61598 0.40647
H: -3.30220 0.36296 0.07242
H: -0.74667 -0.27348 -1.68749

***

Energy above the most stable structure, in kJ/mol: model A 264.8; model B 26.6; model C 0.0; model D 420.9

***

Model A:
C5H8N2O in the gas phase, computed with ωB97M-V/def2-TZVPD.

Computed properties:
SMILES string: [H]/N=C1\[C@H]2O[C@H]2CN1C
Molecular weight: 112.13 g/mol
LUMO: 0.0346 hartree
Frontier orbital gap: 0.35222 Ha

Cartesian coordinates (Å):
O: -1.11105 1.79455 0.72452
N: 0.40788 -0.44438 0.16145
N: -1.66350 -1.51418 -0.15587
C: -1.30478 0.97027 -0.39268
C: 1.06244 0.82712 -0.01650
C: -0.08965 1.78202 -0.27423
C: 1.13041 -1.62898 0.54433
C: -0.93753 -0.46513 -0.12812
H: 1.74920 0.78659 -0.90224
H: -2.63155 -1.32401 -0.33599
H: 1.89774 -1.83551 -0.22925
H: 1.58632 -1.50393 1.55490
H: 0.01113 2.69544 -0.87673
H: -2.14458 1.25088 -1.04413
H: 1.65539 1.07783 0.86034
H: 0.38216 -2.46859 0.51022

***

Model B:
A molecular structure, C5H8N2O, computed with ωB97M-V/def2-TZVPD.

Computed properties:
Molecular weight: 112.13 g/mol
LUMO: -0.0036 hartree
Frontier orbital gap: 0.31420 Ha

Cartesian coordinates (Å):
O: 2.06413 -0.89197 -0.31137
N: -1.17944 -1.93688 -0.04291
N: 1.01373 -1.58879 0.28799
C: 2.06996 0.52988 0.00166
C: -0.45710 0.40685 0.25023
C: 0.65597 1.18363 0.02860
C: -0.24009 -0.98752 0.20111
C: -1.73704 0.78264 -0.15328
H: -1.91433 1.77307 -0.58986
H: -2.32491 -0.20872 -0.75068
H: 0.91858 -2.49396 -0.09493
H: -2.40634 0.97971 0.73440
H: 0.45567 2.20379 0.28872
H: -2.22121 -1.65951 -0.11861
H: 2.60300 0.92394 -0.82904
H: 2.69942 0.98383 1.09796

***

Energy above the most stable structure, in kJ/mol: model A 0.0; model B 395.8

***

Model A:
C5H8N2O in the gas phase, computed with ωB97M-V/def2-TZVPD.

Computed properties:
SMILES string: C1NC[C@@H]2CON=C12
Molecular weight: 112.13 g/mol
LUMO: 0.0341 hartree
Frontier orbital gap: 0.36249 Ha

Cartesian coordinates (Å):
O: -1.50276 1.45202 0.00533
N: -0.10524 1.72517 -0.24421
N: 1.46555 -1.45499 -0.48473
C: 0.51904 0.62240 0.14719
C: -0.33995 -0.47801 0.77662
C: 1.78597 -0.01067 -0.39385
C: -0.00345 -1.62704 -0.24183
C: -1.69558 0.21650 0.60206
H: 1.98345 0.47008 -1.34424
H: -0.45364 -2.61261 0.05425
H: -2.19392 0.45285 1.59388
H: -2.40606 -0.35086 0.03608
H: 1.70247 -1.94093 -1.34728
H: 2.54963 0.00312 0.20022
H: 0.05366 -0.60967 1.79830
H: -0.33185 -1.25845 -1.27239

***

Model B:
A molecular structure, C5H8N2O, computed with ωB97M-V/def2-TZVPD.

Computed properties:
Molecular weight: 112.13 g/mol
LUMO: 0.0250 hartree
Frontier orbital gap: 0.36996 Ha

Cartesian coordinates (Å):
O: -0.06930 0.79719 -1.83125
N: 0.82098 1.53641 -0.86535
N: -0.74195 -0.33102 1.69604
C: -0.71897 0.87523 0.74953
C: -0.32364 -0.51025 0.22027
C: 0.47237 1.54272 0.43815
C: 1.15382 -1.09831 0.14543
C: -0.67041 -0.36061 -1.22228
H: -1.70560 -0.12519 -1.38889
H: -1.56583 1.40754 0.42575
H: 0.91632 -2.29087 -0.59829
H: 1.01224 2.30009 0.94080
H: 1.82538 -0.46605 -0.43772
H: -1.59520 -0.83466 2.13212
H: -0.31906 -1.24026 -1.68001
H: 1.50886 -1.20198 1.27569

***

Energy above the most stable structure, in kJ/mol: model A 0.0; model B 441.1

***

Model A:
2 unconnected molecules or ions with the total composition C3H10NOPS, computed with ωB97M-V/def2-TZVPD.

Computed properties:
Molecular weight: 139.16 g/mol
LUMO (alpha / beta): 0.0114 / 0.0113 hartree
Frontier orbital gap (alpha / beta): 0.30532 / 0.30531 Ha

Cartesian coordinates (Å):
S: -1.99402 1.06223 -0.32080
P: -0.78531 -0.54630 -0.03312
O: -0.16528 -1.17544 -1.21145
N: -1.71723 -1.81598 0.53926
C: 2.34900 -0.25454 0.73588
C: -1.35286 1.70032 -1.87708
C: 1.20401 0.28934 1.45582
H: -1.79741 2.67897 -2.14022
H: -0.21450 1.59892 -1.87090
H: 1.14749 1.30522 1.50111
H: 2.36235 -1.27538 1.13945
H: -1.10714 -2.62034 0.57897
H: -2.31090 -1.87427 1.32670
H: 3.16397 0.31807 0.94683
H: 2.16778 -0.34580 -0.25617
H: 0.76224 -0.18593 2.32074
H: -1.71218 1.14090 -2.83502

***

Model B:
2 unconnected molecules or ions with the total composition C3H10NOPS, computed with ωB97M-V/def2-TZVPD.

Computed properties:
SMILES string: CSP(N)O.C=C
Molecular weight: 139.16 g/mol
LUMO: 0.0303 hartree
Frontier orbital gap: 0.35626 Ha

Cartesian coordinates (Å):
S: -1.84874 -0.70547 0.31147
P: -1.76687 1.25036 -0.42069
O: -0.22930 1.16846 -1.13693
N: -1.40759 1.98307 1.04685
C: 3.42870 0.05820 -0.45403
C: 2.78072 -1.01386 -0.07770
C: -3.39436 -1.47086 -0.35965
H: -1.07070 2.97694 0.82871
H: -3.09434 -2.46339 -0.67300
H: -0.66505 1.52425 1.52573
H: 3.43866 -1.57781 0.52659
H: 2.91647 0.74290 -1.11829
H: -0.30877 0.83516 -2.09648
H: -3.56426 -0.88409 -1.25645
H: 1.93890 -1.43515 -0.64369
H: -4.32936 -1.47280 0.36594
H: 4.38413 0.31280 -0.07290

***

Energy above the most stable structure, in kJ/mol: model A 92.9; model B 0.0

***

Model A:
2 unconnected molecules or ions with the total composition C2H4NO2P, computed with ωB97M-V/def2-TZVPD.

Computed properties:
Multiplicity: 3
Molecular weight: 105.03 g/mol
LUMO (alpha / beta): 0.0254 / -0.1261 hartree
Frontier orbital gap (alpha / beta): 0.23041 / 0.23398 Ha
Expectation value of S²: 2.0070

Cartesian coordinates (Å):
P: -0.64528 -1.62247 -0.16330
O: -0.97558 0.85443 -0.73384
O: -1.53003 -0.72984 0.88955
N: -1.66968 -0.29046 -0.50628
C: 0.87700 -0.46799 -0.18363
C: 0.26670 0.89203 -0.08713
H: 0.03019 1.13970 0.98222
H: 1.20095 -0.78691 1.21893
H: 1.62328 -0.68447 -0.78041
H: 0.82245 1.69597 -0.63612

***

Model B:
C2H4NO2P in the gas phase, computed with ωB97M-V/def2-TZVPD.

Computed properties:
Multiplicity: 3
Molecular weight: 105.03 g/mol
LUMO (alpha / beta): 0.0346 / -0.1110 hartree
Frontier orbital gap (alpha / beta): 0.24364 / 0.25832 Ha
Expectation value of S²: 2.0071

Cartesian coordinates (Å):
P: -0.96893 -0.37159 -1.38589
O: -0.40958 -1.79692 -0.78505
O: -0.60009 -0.78654 1.16645
N: -1.32656 -1.17907 0.11865
C: 0.21793 0.38160 0.87950
C: 0.44355 0.54394 -0.64057
H: -0.44228 1.22792 1.18331
H: 1.15863 0.41163 1.35887
H: 0.58975 1.56904 -1.00507
H: 1.33757 -0.00001 -0.89019

***

Energy above the most stable structure, in kJ/mol: model A 180.4; model B 0.0